(1)
Entry from the Open Molecules 2025 dataset: one molecule with the formula C6H10 (wB97M-V/def2-TZVPD).

Values from the calculation:
LUMO (spin up / spin down): -0.150 / -0.115 eV
HOMO energy (spin up / spin down): -8.447 / -8.421 eV
Energy above the lowest of the compared OMol25 structures with the same formula, charge and spin: 489.2 kJ/mol
Total energy: -6378.78901 eV
Max |F|: 0.69 eV Å⁻¹
Kohn-Sham gap (spin up / spin down): 8.30 / 8.31 eV

XYZ file:
```
16
C6H10 (wB97M-V/def2-TZVPD)
C -0.9997 -0.2944 1.3064
C -0.1944 0.6443 0.4111
C 1.2165 0.2629 -0.1242
C 0.5266 -0.6711 -1.1366
C -0.6806 0.3147 -1.0593
C 1.4603 1.5564 -0.8390
H -0.6042 -0.4458 2.3130
H -1.1426 -1.2693 0.8309
H -1.9933 0.1649 1.3934
H -0.2026 1.6360 0.8905
H 2.0311 -0.0587 0.5477
H 1.0411 -0.7872 -2.0927
H 0.2651 -1.6544 -0.7326
H -1.6955 -0.0793 -1.0645
H -0.5905 1.0730 -1.8463
H 1.5473 2.3331 -0.0505
```

***

(2)
Entry from the Open Molecules 2025 dataset: one molecule with the formula C6H10 (wB97M-V/def2-TZVPD).

Values from the calculation:
LUMO (spin up / spin down): -0.242 / -0.244 eV
HOMO energy (spin up / spin down): -7.289 / -7.288 eV
Energy above the lowest of the compared OMol25 structures with the same formula, charge and spin: 516.3 kJ/mol
Total energy: -6378.50871 eV
Max |F|: 0.42 eV Å⁻¹
Kohn-Sham gap (spin up / spin down): 7.05 / 7.04 eV

XYZ file:
```
16
C6H10 (wB97M-V/def2-TZVPD)
C 2.1173 0.4719 0.2297
C 1.1315 -0.6974 0.3929
C 0.0030 -0.4810 -0.5753
C -2.0554 -0.5767 -0.2158
C -0.8445 0.6116 -0.4567
C -0.9143 1.8981 -0.2143
H 2.6840 0.3787 -0.7032
H 1.5568 1.4156 0.2076
H 2.8201 0.5003 1.0668
H 1.6185 -1.6667 0.2394
H 0.7333 -0.6873 1.4151
H -0.1352 -1.1993 -1.3833
H -2.7307 0.0379 0.3794
H -2.5006 -0.8335 -1.1787
H -1.8599 -1.4881 0.3558
H -1.8039 2.2944 0.2847
```

***

(3)
Entry from the Open Molecules 2025 dataset: C6H10AlClF7NO2 as an isolated structure in a non-equilibrium geometry (wB97M-V/def2-TZVPD).

Values from the calculation:
LUMO: -0.812 eV
HOMO energy: -11.344 eV
Total energy: -50118.61383 eV
Max |F|: 3.40 eV Å⁻¹
Kohn-Sham gap: 10.53 eV

XYZ file:
```
28
C6H10AlClF7NO2 (wB97M-V/def2-TZVPD)
C 1.2552 -2.0176 -1.5262
C 0.6332 -1.8341 -0.1457
N 0.2610 -0.4005 0.1966
C -1.1407 -0.0773 -0.1761
O -1.4601 -0.6138 -1.4449
C -2.7395 -0.4382 -1.8219
F -2.8088 0.1454 -2.9851
F -3.4560 0.2759 -0.9728
F -3.3358 -1.6041 -1.9533
C 1.2627 0.6198 -0.2456
C 0.9332 1.3865 -1.5302
O 0.7752 0.9325 -2.5742
Cl 0.8392 3.1604 -1.3524
H 1.4451 -3.0892 -1.6577
H 0.5820 -1.7343 -2.3336
H 2.2317 -1.5413 -1.6305
H -0.2845 -2.4272 -0.0976
H 1.2824 -2.2404 0.6332
H 0.2721 -0.3658 1.2385
H -1.3211 0.9953 -0.0535
H -1.7670 -0.5819 0.5692
H 2.2803 0.2321 -0.2925
H 1.2820 1.3575 0.5630
F 0.0103 1.9482 5.5399
Al 0.5968 1.9871 3.9430
F 0.1935 0.4828 3.1081
F 2.2968 2.1662 3.9297
F -0.1191 3.2761 3.0724
```

***

(4)
Entry from the Open Molecules 2025 dataset: C6H10BaF14N2O10PS4 as an isolated structure in a non-equilibrium geometry (wB97M-V/def2-TZVPD).

Values from the calculation:
LUMO: 1.994 eV
HOMO energy: -8.249 eV
Total charge: -1
Energy above the lowest of the compared OMol25 structures with the same formula, charge and spin: 193.1 kJ/mol
Total energy: -121216.20851 eV
Max |F|: 8.14 eV Å⁻¹
Kohn-Sham gap: 10.24 eV

XYZ file:
```
48
C6H10BaF14N2O10PS4 (wB97M-V/def2-TZVPD)
Ba 0.7266 0.2195 -0.2286
P 1.9411 -3.4784 0.3620
F 1.6442 -4.1936 1.7655
F 3.1842 -4.4298 0.0250
F 0.9880 -4.5605 -0.4208
F 2.0810 -2.7429 -1.0968
F 0.6349 -2.4917 0.5468
F 2.8747 -2.3838 1.0591
C 1.1367 -0.6062 4.0444
F 2.0422 -1.3185 4.6844
F 0.4857 -1.3489 3.1483
F 0.2631 -0.1092 4.9182
S 2.0128 0.7871 3.1017
O 2.5889 1.6702 4.0815
O 2.9655 0.0701 2.2793
N 0.7896 1.4135 2.0131
S 0.3294 2.7518 2.7642
O -0.1072 2.5196 4.1413
O 1.2616 3.8452 2.6122
C -1.1872 3.3180 1.8253
F -2.1841 2.4476 1.8109
F -1.5511 4.4626 2.3793
F -0.8549 3.5847 0.5667
N 0.4354 1.6897 -2.3285
S -0.6795 2.6832 -2.6823
O -1.5196 2.4467 -3.8191
O -0.5638 4.0208 -2.1574
F -1.5878 2.0885 -1.4729
S 1.5443 2.1997 -3.4181
O 2.0913 3.4943 -3.1416
O 1.3495 1.8879 -4.8068
F 2.6823 1.1338 -3.0457
C -2.4175 -0.5179 1.3896
O -1.6314 -1.0090 0.3101
C -2.4479 -1.3606 -0.8103
C -1.6065 -2.0236 -1.9303
O -0.5301 -1.1585 -2.2902
C -0.0245 -1.4834 -3.6126
H -3.0807 0.2716 1.0315
H -1.7702 -0.0443 2.1302
H -2.9039 -1.3438 1.9126
H -3.0723 -0.5190 -1.1207
H -3.1451 -2.1033 -0.4001
H -2.3221 -2.0966 -2.7570
H -1.3223 -3.0461 -1.6780
H -0.2989 -0.7059 -4.3242
H -0.3076 -2.5070 -3.8323
H 1.0632 -1.4237 -3.5286
```

***

(5)
Entry from the Open Molecules 2025 dataset: C6H10Br3O3S as an isolated structure in a non-equilibrium geometry (wB97M-V/def2-TZVPD).

Values from the calculation:
LUMO: 2.744 eV
HOMO energy: -5.728 eV
Total charge: -1
Energy above the lowest of the compared OMol25 structures with the same formula, charge and spin: 0.0 kJ/mol
Total energy: -233489.28571 eV
Max |F|: 4.19 eV Å⁻¹
Kohn-Sham gap: 8.47 eV

XYZ file:
```
23
C6H10Br3O3S (wB97M-V/def2-TZVPD)
C 0.9197 -0.5352 -1.8879
C 2.0413 -0.2170 0.2044
C -0.3818 -0.1325 1.8124
C 0.6981 -0.6873 -0.3761
C -0.4266 0.1131 0.3362
C -2.1177 -0.4848 -0.1375
O -1.5143 2.1335 -1.0643
O -1.0432 2.4278 1.3236
O 0.7963 2.2967 -0.4217
S -0.5705 1.9980 0.0386
Br -2.6954 -0.5228 -1.9800
Br -3.3084 0.4794 0.8951
Br -2.1900 -2.3450 0.5375
H 1.7976 -1.1338 -2.2981
H 0.0093 -0.8668 -2.5615
H 1.0456 0.5491 -1.9687
H 2.1604 0.8291 0.4000
H 2.2367 -0.7538 1.2148
H 2.7542 -0.7569 -0.4775
H 0.4176 0.5332 2.2396
H -1.1667 0.1659 2.4742
H -0.1143 -1.2106 1.8861
H 0.6518 -1.8796 -0.1893
```

***

(6)
Entry from the Open Molecules 2025 dataset: a 2-piece molecular cluster, C6H10BrFNO3P overall in a non-equilibrium geometry (wB97M-V/def2-TZVPD).

Values from the calculation:
LUMO (spin up / spin down): -3.594 / -3.593 eV
HOMO energy (spin up / spin down): -9.286 / -9.286 eV
Energy above the lowest of the compared OMol25 structures with the same formula, charge and spin: 471.2 kJ/mol
Total energy: -96060.71077 eV
Max |F|: 5.37 eV Å⁻¹
Kohn-Sham gap (spin up / spin down): 5.69 / 5.69 eV

XYZ file:
```
23
C6H10BrFNO3P (wB97M-V/def2-TZVPD)
C -1.6670 1.3686 2.4055
C 1.1154 -2.7443 0.8106
C 0.9324 2.6847 -1.4721
C -0.3616 -2.6874 0.6624
C 1.3159 1.6109 -0.4621
C -2.3525 0.6225 -0.5749
N -0.8851 1.8004 3.0953
O -0.1159 -0.7548 -1.5481
O -0.9044 -1.2871 0.8078
O 0.1852 1.0977 0.2296
F -2.4021 1.8179 -1.1854
P -0.6811 -0.1223 -0.3418
Br -3.8701 -0.4706 -0.6892
H 1.6108 -3.0446 -0.0596
H 1.6792 -1.9127 1.2460
H 1.3773 -3.4568 1.6116
H -0.0620 2.5680 -1.8724
H 1.1518 3.6607 -1.0572
H 1.6345 2.5587 -2.2526
H -0.8821 -3.1376 1.4625
H -0.7359 -3.1543 -0.1482
H 2.0255 2.1240 0.3314
H 1.8918 0.8584 -0.9991
```